# 1
C13H30N2O7Sr | ωB97M-V/def2-TZVPD

Last column: Mulliken charge in e.
Atoms and positions in Å:
Sr  0.151  -0.206  0.545  1.27
C  0.690  -1.495  3.208  0.63
O  1.590  -0.806  2.557  -0.77
O  1.035  -2.169  4.233  -0.84
O  -0.503  -1.529  2.731  -0.73
C  0.868  -3.974  0.040  -1.06
O  0.998  -2.650  -0.427  0.10
C  1.720  -2.509  -1.640  -0.94
C  1.818  -1.045  -2.105  -0.59
N  2.267  -0.262  -0.960  -0.08
C  2.669  1.084  -1.364  -0.92
C  2.723  2.039  -0.217  -0.69
O  1.457  2.087  0.434  0.18
C  1.492  2.811  1.663  -0.89
H  1.828  -4.481  0.183  0.31
H  0.229  -4.503  -0.678  0.42
H  0.415  -4.011  1.031  0.23
H  1.401  -3.262  -2.378  0.49
H  2.737  -2.928  -1.543  0.46
H  0.919  -0.747  -2.644  0.21
H  2.674  -1.007  -2.793  0.49
H  3.136  -0.684  -0.638  0.15
H  1.967  1.462  -2.118  0.31
H  3.662  1.212  -1.824  0.37
H  2.901  3.045  -0.606  0.39
H  3.526  1.709  0.449  0.41
H  0.482  3.125  1.892  0.17
H  2.051  3.739  1.464  0.38
H  1.960  2.281  2.493  0.29
C  -2.227  -2.721  -0.437  -1.05
O  -2.000  -1.331  -0.568  -0.03
C  -2.300  -0.853  -1.849  -0.41
C  -2.451  0.665  -1.885  -0.95
N  -1.289  1.335  -1.235  0.05
C  -1.673  2.493  -0.412  -0.95
C  -2.171  2.191  0.958  -0.42
O  -1.234  1.621  1.876  0.06
C  -1.588  1.837  3.235  -0.96
H  -3.267  -3.025  -0.584  0.34
H  -1.933  -3.098  0.540  0.26
H  -1.613  -3.238  -1.181  0.35
H  -3.227  -1.293  -2.234  0.45
H  -1.581  -1.051  -2.659  0.27
H  -3.314  1.052  -1.341  0.39
H  -2.511  0.949  -2.938  0.32
H  -0.693  1.697  -1.970  0.12
H  -2.420  3.045  -0.993  0.45
H  -0.757  3.077  -0.283  0.26
H  -3.032  1.511  0.882  0.31
H  -2.547  3.132  1.376  0.49
H  -2.633  1.571  3.412  0.33
H  -1.473  2.898  3.482  0.35
H  -0.931  1.206  3.826  0.22

Max |F| (eV Å⁻¹): 3.12
Frontier orbital gap (eV): 4.6662
ΔE to the lowest compared entry with this formula, charge and spin (kJ/mol): 0.0
HOMO level (eV): -5.0568
Spin multiplicity: 1


# 2
C13H30NO5S2V | ωB97M-V/def2-TZVPD

Last column: Löwdin spin population.
Atoms and positions in Å:
O  -0.906  11.433  1.217  0.01
V  -1.520  10.030  0.770  0.93
O  -2.719  10.166  -0.264  -0.01
C  1.338  6.415  2.631  0.00
C  1.151  7.565  1.547  0.00
C  2.172  7.322  0.398  0.00
C  1.848  6.318  -0.623  0.00
C  0.455  6.562  -1.151  0.00
C  -0.632  6.556  -0.039  0.00
N  -0.226  7.548  0.926  0.02
O  -1.246  8.001  1.830  0.01
C  -0.799  5.067  0.503  0.00
C  -1.884  7.101  -0.915  0.00
C  1.620  8.942  2.270  0.00
H  0.521  6.356  3.349  0.00
H  2.165  6.486  3.337  0.00
H  1.382  5.411  2.208  0.00
H  3.114  7.094  0.896  0.00
H  2.336  8.251  -0.149  0.00
H  1.843  5.351  -0.120  0.00
H  2.620  6.115  -1.365  0.00
H  0.190  5.683  -1.738  0.00
H  0.405  7.458  -1.770  0.00
H  -1.452  4.893  1.358  0.00
H  0.095  4.448  0.569  0.00
H  -1.462  4.545  -0.187  0.00
H  -1.770  8.170  -1.098  0.00
H  -2.854  6.985  -0.431  0.00
H  -1.923  6.523  -1.838  0.00
H  1.415  9.741  1.557  0.00
H  2.701  8.982  2.404  0.00
H  1.088  9.227  3.178  0.00
C  -5.283  9.070  2.491  0.00
S  -3.655  9.576  3.362  0.00
O  -3.017  10.668  2.475  0.01
C  -4.310  10.185  4.971  0.00
H  -5.999  9.887  2.396  0.00
H  -5.741  8.279  3.085  0.00
H  -5.095  8.690  1.487  0.00
H  -4.784  11.132  4.711  0.00
H  -3.389  10.416  5.506  0.00
H  -5.024  9.576  5.524  0.00
C  0.800  12.528  -1.497  0.00
S  1.242  10.737  -1.206  0.00
O  -0.032  9.951  -0.782  0.01
C  1.518  10.228  -2.955  0.00
H  -0.047  12.609  -2.178  0.00
H  1.657  13.093  -1.863  0.00
H  0.547  13.010  -0.553  0.00
H  0.586  10.240  -3.520  0.00
H  1.908  9.215  -2.854  0.00
H  2.099  10.945  -3.534  0.00

Max |F| (eV Å⁻¹): 3.47
Total charge: -1
Frontier orbital gap (spin up / spin down) (eV): 4.2915 / 5.2911
HOMO level (spin up / spin down) (eV): -1.7528 / -2.7587
Spin multiplicity: 2


# 3
C13H31ClO2P3 | ωB97M-V/def2-TZVPD

Last column: Mulliken charge in e.
Atoms and positions in Å:
C  -2.671  -2.362  4.056  -0.18
C  -2.692  -2.025  2.900  -1.05
P  -2.496  -1.420  1.081  0.73
C  -4.201  -2.147  0.585  -1.65
C  -5.361  -1.145  0.575  0.69
C  -5.127  0.056  -0.365  -1.60
C  -5.754  -0.689  1.978  -1.58
P  -1.723  -3.416  0.256  0.01
O  -2.480  -4.511  1.249  -0.44
Cl  0.285  -3.855  0.781  -0.34
P  -0.522  -0.353  1.584  -0.08
C  0.439  -1.276  2.878  -1.16
C  0.578  -0.488  0.084  -0.56
C  1.582  0.693  0.054  -1.14
H  -2.919  -2.585  5.064  0.47
H  -2.293  -0.907  -0.292  0.08
H  -3.111  -0.170  1.450  -0.04
H  -4.489  -2.995  1.201  0.52
H  -4.091  -2.532  -0.435  0.51
H  -6.223  -1.691  0.187  0.54
H  -4.901  0.955  0.198  0.36
H  -6.038  0.246  -0.928  0.39
H  -4.308  -0.154  -1.041  0.34
H  -4.907  -0.301  2.530  0.28
H  -6.495  0.109  1.900  0.45
H  -6.210  -1.499  2.541  0.35
H  -2.340  -5.390  0.888  0.31
H  0.523  -0.675  3.774  0.35
H  1.449  -1.415  2.486  0.32
H  0.032  -2.257  3.083  0.35
H  -0.063  -0.459  -0.790  0.46
H  1.158  -1.402  0.118  0.33
H  2.528  0.358  0.473  0.22
H  1.235  1.500  0.694  0.42
H  1.737  1.081  -0.949  0.31
C  5.891  3.991  -4.023  -1.01
C  4.623  3.823  -3.201  -0.34
O  4.196  2.485  -3.063  -0.42
C  5.102  1.602  -2.427  -0.40
C  5.477  2.006  -1.012  -1.03
H  5.762  3.557  -5.016  0.28
H  6.126  5.051  -4.133  0.38
H  6.749  3.508  -3.555  0.26
H  3.798  4.334  -3.699  0.33
H  4.738  4.296  -2.219  0.30
H  6.002  1.472  -3.041  0.33
H  4.593  0.639  -2.406  0.36
H  6.001  2.964  -0.983  0.32
H  6.134  1.255  -0.572  0.38
H  4.585  2.092  -0.391  0.25

Max |F| (eV Å⁻¹): 1.16
Total charge: -1
Frontier orbital gap (eV): 5.5982
ΔE to the lowest compared entry with this formula, charge and spin (kJ/mol): 0.0
HOMO level (eV): -3.0607
Spin multiplicity: 1


# 4
C13H31InN2O7 | ωB97M-V/def2-TZVPD

Last column: Mulliken charge in e.
Atoms and positions in Å:
In  -0.562  0.380  -0.197  1.29
O  -1.681  -3.918  -2.377  -0.44
C  -1.263  -2.655  -2.254  0.81
O  -1.552  -1.718  -2.993  -0.48
O  -0.455  -2.386  -1.340  -0.35
H  -1.214  -4.419  -1.705  0.35
C  4.979  -3.450  -1.777  -0.80
O  3.769  -2.735  -1.565  -0.33
C  3.619  -1.623  -2.437  -0.71
C  2.444  -0.641  -2.074  -0.71
N  2.171  -0.644  -0.652  0.23
C  3.191  -0.004  0.181  -0.82
C  3.063  1.497  0.197  -0.69
O  1.801  1.842  0.764  -0.22
C  1.738  3.275  0.843  -0.61
H  5.840  -2.820  -1.556  0.33
H  4.995  -3.759  -2.823  0.34
H  4.993  -4.316  -1.116  0.24
H  3.455  -1.792  -3.501  0.49
H  4.517  -1.005  -2.411  0.41
H  1.545  -0.979  -2.589  0.26
H  2.617  0.348  -2.497  0.35
H  2.424  -1.571  -0.339  0.28
H  4.195  -0.271  -0.151  0.36
H  3.159  -0.453  1.173  0.55
H  3.137  1.882  -0.820  0.38
H  3.870  1.878  0.823  0.41
H  2.380  3.698  1.616  0.31
H  0.690  3.547  0.969  -0.02
H  2.054  3.618  -0.142  0.39
C  -1.694  4.182  -0.266  -0.90
O  -1.612  3.049  0.582  -0.15
C  -2.507  3.101  1.699  -0.90
C  -3.630  2.014  1.673  -0.71
N  -3.105  0.658  1.693  -0.02
C  -4.162  -0.356  1.737  -0.85
C  -3.763  -1.390  0.698  -0.60
O  -2.413  -1.852  0.829  -0.16
C  -2.188  -2.753  1.932  -0.81
H  -2.623  4.038  -0.818  0.34
H  -0.847  4.186  -0.953  0.27
H  -1.568  5.133  0.250  0.38
H  -2.984  4.079  1.760  0.48
H  -1.832  3.031  2.552  0.35
H  -4.489  2.229  1.037  0.54
H  -4.017  2.231  2.669  0.40
H  -2.597  0.539  2.558  0.30
H  -5.101  0.082  1.398  0.40
H  -4.392  -0.721  2.738  0.37
H  -3.853  -0.941  -0.291  0.25
H  -4.440  -2.244  0.715  0.50
H  -2.027  -2.280  2.901  0.30
H  -1.243  -3.194  1.613  0.24
H  -2.830  -3.627  2.041  0.35

Max |F| (eV Å⁻¹): 2.71
Total charge: +2
Frontier orbital gap (eV): 3.7123
ΔE to the lowest compared entry with this formula, charge and spin (kJ/mol): 202.7
HOMO level (eV): -15.2982
Spin multiplicity: 1


# 5
C13H32AuN2O7P2SSe2 | ωB97M-V/def2-TZVPD

Last column: Mulliken charge in e.
Atoms and positions in Å:
Au  -0.906  1.564  0.199  1.86
O  2.555  3.359  -0.118  -0.48
P  1.977  1.996  -0.654  0.59
O  2.934  1.038  -1.211  -0.71
O  1.101  1.453  0.536  -0.61
O  0.889  2.424  -1.787  -0.02
P  0.044  3.819  -1.654  0.46
O  -1.100  3.575  -2.743  -0.55
O  0.887  4.982  -1.932  -0.77
O  -0.665  3.673  -0.282  -0.42
H  2.701  4.043  -0.793  0.35
H  -0.954  4.123  -3.525  0.32
C  -4.325  0.831  0.354  -1.10
Se  -3.174  2.188  -0.421  0.17
C  -3.478  3.603  0.901  -0.74
C  -3.069  3.289  2.324  -0.78
Se  -1.135  3.235  2.642  0.18
C  -1.271  2.089  4.207  -1.04
H  -5.314  1.268  0.474  0.41
H  -3.934  0.486  1.306  0.34
H  -4.370  0.009  -0.357  0.37
H  -4.556  3.766  0.851  0.59
H  -2.968  4.470  0.486  0.34
H  -3.472  2.329  2.648  0.33
H  -3.487  4.059  2.973  0.50
H  -1.894  2.555  4.967  0.38
H  -0.261  1.974  4.596  0.34
H  -1.672  1.117  3.930  0.29
C  2.588  -1.959  -4.367  -1.11
C  1.477  -2.781  -3.719  -0.39
C  0.200  -1.983  -3.459  -0.73
C  0.406  -0.750  -2.588  -1.07
N  1.120  -1.074  -1.349  0.26
C  0.665  -1.110  -0.119  0.15
S  -1.046  -0.767  0.187  -0.43
N  1.467  -1.422  0.881  -0.13
C  1.128  -1.423  2.306  -0.81
C  0.472  -2.714  2.784  -0.45
C  1.388  -3.935  2.854  -0.59
C  1.848  -4.483  1.504  -0.96
H  3.456  -2.581  -4.584  0.36
H  2.930  -1.137  -3.733  0.25
H  2.249  -1.522  -5.308  0.29
H  1.834  -3.224  -2.784  0.21
H  1.226  -3.623  -4.367  0.38
H  -0.552  -2.628  -2.994  0.28
H  -0.215  -1.640  -4.410  0.41
H  -0.546  -0.296  -2.329  0.36
H  1.010  0.004  -3.092  0.44
H  2.128  -1.112  -1.456  0.43
H  2.438  -1.571  0.644  0.38
H  0.481  -0.568  2.496  0.07
H  2.064  -1.250  2.839  0.63
H  -0.387  -2.930  2.142  0.23
H  0.075  -2.513  3.782  0.42
H  0.849  -4.722  3.383  0.35
H  2.259  -3.695  3.471  0.29
H  1.007  -4.584  0.813  0.24
H  2.295  -5.469  1.625  0.40
H  2.601  -3.853  1.029  0.21

Max |F| (eV Å⁻¹): 1.08
Total charge: +1
Frontier orbital gap (eV): 6.0255
HOMO level (eV): -11.4906
Spin multiplicity: 1


# 6
C13H32BIO6 | ωB97M-V/def2-TZVPD

Last column: Mulliken charge in e.
Atoms and positions in Å:
C  -2.763  -0.957  1.931  -0.60
B  -4.228  -0.539  1.905  0.08
I  -5.796  -1.962  2.080  -0.05
H  -2.595  -2.032  1.887  0.27
H  -2.363  -0.602  2.889  0.25
H  -2.194  -0.467  1.138  0.14
H  -4.565  0.599  1.843  -0.06
C  -1.628  4.383  -4.317  -0.79
O  -2.393  3.204  -4.234  -0.32
C  -2.421  2.417  -5.408  -0.55
C  -2.106  0.970  -5.132  -0.21
O  -0.772  0.734  -4.733  -0.42
C  -0.409  1.036  -3.403  -0.38
C  -0.934  0.069  -2.375  -0.36
O  -2.327  0.206  -2.179  -0.29
C  -3.053  -0.994  -2.053  -0.76
H  -2.171  5.185  -4.829  0.31
H  -1.411  4.704  -3.300  0.24
H  -0.681  4.210  -4.839  0.36
H  -1.715  2.804  -6.149  0.34
H  -3.427  2.457  -5.847  0.37
H  -2.209  0.443  -6.085  0.37
H  -2.826  0.542  -4.430  0.07
H  -0.666  2.063  -3.130  0.14
H  0.680  0.942  -3.389  0.35
H  -0.407  0.279  -1.433  0.28
H  -0.688  -0.954  -2.683  0.38
H  -2.656  -1.784  -2.699  0.40
H  -4.083  -0.791  -2.346  0.25
H  -3.054  -1.358  -1.021  0.18
C  4.714  1.017  4.504  -0.78
O  4.537  -0.026  3.575  -0.33
C  4.693  -1.332  4.094  -0.54
C  3.545  -2.234  3.722  -0.22
O  2.319  -1.892  4.333  -0.42
C  1.592  -0.804  3.807  -0.35
C  0.908  -1.080  2.494  -0.27
O  1.828  -1.173  1.424  -0.30
C  1.606  -2.236  0.528  -0.64
H  5.774  1.226  4.685  0.32
H  4.249  1.909  4.087  0.24
H  4.233  0.786  5.461  0.36
H  4.792  -1.305  5.183  0.33
H  5.609  -1.778  3.683  0.37
H  3.788  -3.223  4.119  0.37
H  3.453  -2.320  2.636  0.08
H  2.199  0.103  3.739  0.16
H  0.799  -0.627  4.538  0.32
H  0.214  -0.250  2.305  0.27
H  0.320  -2.002  2.577  0.30
H  1.275  -3.138  1.052  0.39
H  2.550  -2.451  0.028  0.27
H  0.861  -1.981  -0.231  0.07

Structure (SMILES): COCCOCCOC.COCCOCCOC.CBI
Max |F| (eV Å⁻¹): 0.62
Frontier orbital gap (eV): 9.4244
HOMO level (eV): -9.1286
Spin multiplicity: 1